This record from the OMol25 dataset describes an isolated molecule of C2H5BrN2O in a non-equilibrium geometry. The level of theory is wB97M-V/def2-TZVPD.

Cartesian coordinates (Å):
C (0.39039, 0.05097, 0.38321)
C (-1.00848, 0.18897, 0.77567)
N (0.93608, -0.42448, -2.13592)
N (0.11573, 0.40378, -1.62969)
O (1.33365, -0.62656, 0.48998)
Br (1.04611, 2.11286, -0.42613)
H (-1.44266, 0.70907, -0.13548)
H (-1.47625, -0.75475, 0.80545)
H (-1.17428, 0.68765, 1.76260)
H (1.49586, -0.87413, -1.42365)
H (1.46493, -0.28091, -3.00328)

Output
- Kohn-Sham gap (eV) = 9.33
- ΔE to the lowest compared entry with this formula, charge and spin (kJ/mol) = 253.6
- 2S+1 = 1


This record from the OMol25 dataset describes a cluster of 15 separate species, H30O15 in total in a non-equilibrium geometry. The level of theory is wB97M-V/def2-TZVPD.

Cartesian coordinates (Å):
O (21.05214, -3.32639, -22.81715)
H (21.72781, -3.03449, -23.41776)
H (21.17918, -4.21164, -22.46729)
O (18.21791, -4.05792, -21.61645)
H (17.31093, -3.85652, -21.90164)
H (18.57930, -4.60253, -22.32310)
O (20.24818, -3.35094, -19.84089)
H (19.80227, -4.02829, -19.30649)
H (19.72943, -3.53660, -20.61330)
O (18.91692, -3.74565, -24.64432)
H (19.32318, -3.57604, -23.78148)
H (19.52923, -3.37721, -25.28513)
O (19.09714, -1.16654, -22.32583)
H (18.81977, -1.31394, -21.45344)
H (19.72816, -1.87023, -22.52882)
O (17.00639, -5.78608, -24.71549)
H (17.25130, -4.87585, -24.65645)
H (16.91959, -5.99697, -23.76079)
O (15.75301, -2.45288, -20.29461)
H (15.45487, -2.86744, -19.47657)
H (14.96855, -2.37110, -20.81767)
O (17.65081, -4.10649, -18.83966)
H (16.91758, -4.69386, -18.70878)
H (17.36931, -3.71707, -19.65449)
O (15.25467, -4.30780, -22.40365)
H (15.10066, -3.99494, -23.28585)
H (14.86235, -5.19018, -22.36370)
O (21.16803, -5.40582, -24.99652)
H (20.49276, -5.58608, -24.39067)
H (21.26132, -6.22143, -25.52016)
O (18.17379, -1.29711, -19.76339)
H (18.26745, -1.97093, -19.10778)
H (17.29642, -1.53459, -20.10950)
O (15.61138, -5.42974, -19.88852)
H (15.57610, -4.93846, -20.73027)
H (14.66195, -5.66088, -19.82393)
O (16.74441, -1.72104, -23.46681)
H (17.64425, -1.59162, -23.12129)
H (16.17106, -1.61569, -22.71538)
O (16.78494, -6.88153, -22.04287)
H (17.25391, -7.64933, -22.33911)
H (16.99421, -6.70884, -21.16942)
O (19.46823, -5.97926, -22.88368)
H (18.98671, -6.64000, -23.37409)
H (19.43717, -6.24683, -21.95923)

Output
- Kohn-Sham gap (eV) = 9.81
- ΔE to the lowest compared entry with this formula, charge and spin (kJ/mol) = 159.1
- 2S+1 = 1


This record from the OMol25 dataset describes the ion C3H10NO with charge +1 in a non-equilibrium geometry. The level of theory is wB97M-V/def2-TZVPD.

Cartesian coordinates (Å):
C (1.50328, 0.73497, -0.36861)
C (-0.82046, 0.17027, 0.80325)
C (0.64298, -0.24786, 0.55115)
N (-1.57338, -0.07716, -0.47842)
O (0.34639, -1.52913, -0.06942)
H (0.99791, 0.60448, -1.37418)
H (2.47960, 0.21302, -0.37673)
H (1.47651, 1.85136, -0.07962)
H (-1.05719, 1.26770, 0.88652)
H (-1.03467, -0.16767, 1.78331)
H (1.02312, -0.45122, 1.55384)
H (-1.69797, 0.80588, -1.01618)
H (-2.54664, -0.51341, -0.39713)
H (-0.94592, -0.78408, -1.06335)
H (1.20644, -1.87716, -0.35442)

Output
- SMILES string = C[C@H](O)C[NH3+]
- charge = +1
- Kohn-Sham gap (eV) = 11.95
- ΔE to the lowest compared entry with this formula, charge and spin (kJ/mol) = 126.0
- 2S+1 = 1


This record from the OMol25 dataset describes an isolated molecule of C4H8O2 in a non-equilibrium geometry. The level of theory is wB97M-V/def2-TZVPD.

Cartesian coordinates (Å):
O (-1.14627, 0.99562, -0.96624)
C (-0.38996, -0.37096, -0.69965)
C (1.09994, 0.03635, -0.59012)
C (0.76858, 0.77682, 0.70166)
O (0.30945, -0.29771, 1.54663)
C (-0.58781, -0.99895, 0.70207)
H (-1.99903, 1.15874, -0.51023)
H (-0.73158, -0.95310, -1.53770)
H (1.41960, 0.67688, -1.40898)
H (1.82787, -0.80210, -0.50139)
H (-0.14120, 1.40252, 0.27543)
H (1.53825, 1.33689, 1.22426)
H (-0.35084, -2.08069, 0.71347)
H (-1.61699, -0.88031, 1.05079)

Output
- SMILES string = O[C@H]1CCOC1
- Kohn-Sham gap (eV) = 10.06
- ΔE to the lowest compared entry with this formula, charge and spin (kJ/mol) = 273.3
- 2S+1 = 1